This record from the OMol25 dataset describes 2 unconnected molecules or ions with the total composition C20H18N2O4. The level of theory is ωB97M-V/def2-TZVPD.

The geometry in XYZ format:
```
44
Properties=species:S:1:pos:R:3:nbo_charge:R:1
N 2.2353 1.2418 -1.4215 -0.698
C 3.3880 0.8496 -2.1100 0.752
O 3.8120 -0.2975 -2.0580 -0.705
N 4.0427 1.8263 -2.8628 -0.646
C 3.6522 3.1490 -3.0741 0.623
O 4.2685 3.8975 -3.8189 -0.663
C 2.4905 3.4572 -2.3222 -0.497
C 1.8723 2.5046 -1.5424 0.090
H 4.8574 1.5149 -3.3609 0.408
H 2.1015 4.4555 -2.3986 0.213
H 0.9899 2.8039 -0.9552 0.163
C -3.9723 -3.6463 -3.6281 -0.262
O -2.5449 -3.3788 -3.7272 -0.467
C -1.8802 -2.8666 -2.6669 0.413
C -0.5340 -2.4635 -2.8811 -0.283
C 0.1550 -1.7700 -1.9210 -0.063
C -0.4395 -1.4372 -0.6702 -0.225
C 0.2725 -0.5655 0.1965 0.135
C -0.2187 -0.0078 1.4128 -0.195
C 0.7374 0.3771 2.4046 -0.100
C 0.3375 0.9429 3.6021 -0.039
C -1.0493 1.0678 3.8656 0.383
O -1.3485 1.5492 5.0968 -0.457
C -0.0529 1.7909 5.7901 -0.064
C 1.0694 1.4640 4.7945 -0.475
C -2.0129 0.6827 2.9208 -0.291
C -1.6075 0.1749 1.7110 -0.103
C -1.6994 -2.0455 -0.3886 -0.032
C -2.4347 -2.6844 -1.3709 -0.355
H -4.2461 -4.0147 -4.6194 0.217
H -4.1801 -4.4175 -2.8735 0.188
H -4.5352 -2.7294 -3.4026 0.193
H -0.0902 -2.6542 -3.8553 0.246
H 1.1506 -1.3866 -2.1187 0.274
H 1.3266 -0.3722 -0.0499 0.294
H 1.7904 0.1998 2.1874 0.238
H -0.0576 2.8391 6.1142 0.204
H -0.0447 1.1346 6.6696 0.198
H 1.7617 0.7302 5.2097 0.237
H 1.6285 2.3725 4.5465 0.239
H -3.0605 0.8241 3.1814 0.239
H -2.3597 -0.0553 0.9560 0.227
H -2.1204 -2.0038 0.6197 0.213
H -3.4505 -3.0533 -1.1814 0.231
```

The value obtained for the energy is -32200.2756 eV. Its frontier orbital gap is 3.89 eV. As for the energy relative to the best compared isomer or geometry (same formula, charge and spin): 344.02 kJ/mol. Its HOMO energy is -6.423 eV. As for the largest force on an atom: 1.68 eV Å⁻¹.


This record from the OMol25 dataset describes a molecular structure, C29H16Br2F12N2O3Re. The level of theory is ωB97M-V/def2-TZVPD.

The geometry in XYZ format:
```
65
Properties=species:S:1:pos:R:3:lowdin_spin:R:1
Re 0.2992 0.0178 -0.3390 0.722
C 1.5248 -4.8992 4.1308 0.000
C 1.2409 -3.5649 3.4804 0.001
C 2.0548 -2.4631 3.6984 0.001
C 1.7715 -1.2500 3.0979 0.003
C 0.6646 -1.1007 2.2733 0.010
N 0.4063 0.1518 1.6328 0.113
C 0.2842 1.3219 2.3995 0.000
C 0.1698 1.2454 3.7927 0.021
C 0.1695 2.3729 4.5870 -0.003
C 0.2831 3.6420 4.0340 0.023
C 0.3412 4.8861 4.8932 0.004
C 0.2836 3.7265 2.6531 -0.005
C 0.2374 2.6073 1.8183 0.022
C 0.0213 2.8171 0.3068 0.007
O -0.6097 1.7507 -0.3403 0.017
C -0.8910 4.0584 0.0258 0.000
F -1.3802 4.0114 -1.2163 0.000
F -0.2058 5.2113 0.1393 0.000
F -1.9252 4.0925 0.8663 0.000
C 1.3617 3.0356 -0.4381 0.001
F 1.2097 3.2991 -1.7337 0.000
F 2.1688 3.9289 0.0806 0.000
F 2.0263 1.8036 -0.3910 0.002
C -0.1392 -2.2079 1.9947 0.005
C 0.1589 -3.4171 2.6233 0.001
C -1.3093 -2.0320 1.0084 0.003
O -0.9209 -1.4628 -0.2254 0.008
C -1.9044 -3.4034 0.5634 -0.001
F -2.5478 -4.0200 1.5706 0.000
F -2.7634 -3.2628 -0.4477 0.000
F -0.9278 -4.2130 0.1242 0.000
C -2.4672 -1.1805 1.6691 0.000
F -2.3104 0.1215 1.4087 0.001
F -2.4672 -1.3454 2.9971 0.000
F -3.6874 -1.5181 1.2194 0.000
H 2.1659 -4.7833 5.0052 0.000
H 0.6005 -5.3837 4.4475 0.000
H 2.0281 -5.5768 3.4365 0.000
H 2.9251 -2.5519 4.3419 0.000
H 2.4114 -0.3892 3.2662 0.000
H 0.0857 0.2697 4.2506 0.001
H 0.0772 2.2637 5.6636 -0.001
H 0.7058 4.6568 5.8940 0.000
H 1.0005 5.6363 4.4542 0.001
H -0.6480 5.3428 4.9984 0.002
H 0.3041 4.7166 2.2122 -0.001
H -0.4565 -4.2862 2.4557 0.000
Br 4.9282 -1.8716 -0.9695 0.000
C 3.7240 -1.2498 -2.2745 0.000
C 4.1548 -1.1050 -3.6111 0.000
C 3.2983 -0.6892 -4.5803 0.000
Br 3.9274 -0.4987 -6.3534 0.000
C 1.9581 -0.3650 -4.2636 0.000
C 0.9647 0.0678 -5.1724 -0.002
C -0.2840 0.3792 -4.7173 0.001
C -0.5632 0.3114 -3.3438 0.003
N 0.3375 -0.0972 -2.4711 0.014
C 1.5779 -0.4820 -2.9198 0.004
C 2.4410 -0.9667 -1.9021 0.006
O 1.9432 -1.0467 -0.6504 0.013
H 5.1821 -1.3337 -3.8585 0.000
H 1.2056 0.1586 -6.2216 0.000
H -1.0613 0.6986 -5.3988 0.000
H -1.5231 0.6117 -2.9424 0.001
```

The value obtained for the energy is -214283.4917 eV. As for the spin multiplicity: 2. Its frontier orbital gap (alpha / beta) is 6.31 / 6.50 eV. Its HOMO energy (alpha / beta) is -7.313 / -7.423 eV. As for the largest force on an atom: 1.66 eV Å⁻¹.